No. 1
{
  "formula": "C47H123N9O14",
  "method": "ωB97M-V/def2-TZVPD",
  "total_charge": 1,
  "gap_ev": [7.56, 2.52],
  "lumo_ev": [-2.10, -7.14],
  "s2": 0.754,
  "spin_multiplicity": 2,
  "species": ["C", "C", "C", "O", "H", "H", "H", "H", "H", "H", "H", "H", "C", "C", "C", "O", "C", "N", "H", "H", "H", "H", "H", "H", "H", "H", "H", "H", "H", "C", "C", "C", "O", "C", "N", "H", "H", "H", "H", "H", "H", "H", "H", "H", "H", "H", "C", "C", "C", "O", "C", "N", "H", "H", "H", "H", "H", "H", "H", "H", "H", "H", "H", "C", "C", "C", "O", "C", "N", "H", "H", "H", "H", "H", "H", "H", "H", "H", "H", "H", "C", "C", "C", "O", "C", "N", "H", "H", "H", "H", "H", "H", "H", "H", "H", "H", "H", "C", "O", "C", "C", "N", "C", "C", "O", "C", "H", "H", "H", "H", "H", "H", "H", "H", "H", "H", "H", "H", "H", "H", "H", "C", "O", "C", "C", "N", "C", "C", "O", "C", "H", "H", "H", "H", "H", "H", "H", "H", "H", "H", "H", "H", "H", "H", "H", "C", "O", "C", "C", "N", "C", "C", "O", "C", "H", "H", "H", "H", "H", "H", "H", "H", "H", "H", "H", "H", "H", "H", "H", "C", "O", "C", "C", "N", "C", "C", "O", "C", "H", "H", "H", "H", "H", "H", "H", "H", "H", "H", "H", "H", "H", "H", "H"],
  "coordinates": [[2.61, 1.05, -6.73], [1.10, 0.78, -6.32], [0.70, -0.63, -6.22], [0.93, 1.41, -5.10], [3.00, 0.43, -7.54], [3.22, 0.80, -5.86], [2.86, 2.06, -7.08], [0.58, 1.30, -7.13], [1.04, -1.00, -5.25], [1.11, -1.20, -7.05], [-0.39, -0.58, -6.27], [1.34, 2.28, -5.06], [-0.94, -0.13, -2.07], [-1.06, 0.43, -0.64], [0.14, 0.02, 0.21], [1.52, 0.27, -0.02], [2.14, -0.82, -0.83], [-1.14, 1.90, -0.55], [-0.93, -1.21, -2.13], [-0.07, 0.20, -2.64], [-1.74, 0.20, -2.74], [-1.91, 0.04, -0.08], [-0.06, -1.03, 0.42], [-0.07, 0.29, 1.24], [1.54, -1.12, -1.69], [2.23, -1.53, -0.01], [3.10, -0.44, -1.18], [-1.04, 2.20, 0.41], [-0.38, 2.27, -1.10], [3.75, -3.76, -2.13], [4.36, -5.08, -2.55], [4.98, -5.81, -1.28], [5.50, -7.08, -1.60], [6.62, -7.14, -2.42], [3.32, -5.86, -3.27], [4.42, -2.92, -2.33], [3.33, -3.78, -1.13], [2.98, -3.41, -2.81], [5.17, -4.95, -3.27], [4.14, -6.02, -0.62], [5.71, -5.21, -0.74], [6.70, -6.45, -3.25], [6.94, -8.10, -2.83], [7.49, -6.95, -1.80], [2.76, -6.17, -2.50], [3.83, -6.67, -3.60], [-5.40, 3.57, -3.29], [-4.02, 3.74, -2.76], [-4.13, 4.67, -1.56], [-2.95, 4.67, -0.69], [-1.85, 5.23, -1.23], [-3.60, 2.37, -2.38], [-5.84, 4.52, -3.59], [-6.11, 3.08, -2.63], [-5.48, 2.85, -4.11], [-3.31, 4.12, -3.49], [-4.94, 4.29, -0.93], [-4.50, 5.68, -1.74], [-1.00, 4.92, -0.62], [-1.93, 6.30, -1.05], [-1.73, 4.88, -2.25], [-2.78, 2.36, -1.80], [-4.36, 1.97, -1.84], [6.89, -0.78, -5.84], [6.56, -0.17, -4.49], [6.59, 1.31, -4.29], [6.26, 1.85, -3.05], [7.21, 1.69, -2.00], [5.22, -0.66, -4.14], [7.95, -0.80, -6.10], [6.36, -0.19, -6.60], [6.57, -1.81, -5.97], [7.17, -0.57, -3.68], [5.91, 1.75, -5.02], [7.61, 1.64, -4.51], [6.74, 2.24, -1.19], [8.12, 2.18, -2.35], [7.43, 0.67, -1.68], [4.82, -0.14, -3.37], [4.53, -0.47, -4.85], [-8.06, 0.65, -0.02], [-6.68, 1.24, 0.31], [-6.41, 1.44, 1.87], [-6.07, 0.17, 2.31], [-6.06, -0.03, 3.67], [-5.62, 0.36, -0.25], [-8.22, 0.30, -1.04], [-8.91, 1.26, 0.29], [-8.21, -0.16, 0.69], [-6.62, 2.23, -0.14], [-7.30, 1.75, 2.43], [-5.47, 1.98, 1.98], [-5.26, 0.53, 4.16], [-6.09, -1.08, 3.94], [-6.91, 0.42, 4.19], [-5.78, -0.55, 0.15], [-4.68, 0.67, -0.06], [-3.54, -1.72, 2.28], [-2.77, -2.33, 3.28], [-2.13, -1.46, 4.18], [-0.62, -1.48, 4.00], [0.02, -1.75, 5.34], [-0.29, -3.06, 5.93], [0.97, -3.47, 6.70], [2.03, -3.63, 5.75], [3.23, -4.19, 6.33], [-3.85, -0.69, 2.50], [-4.39, -2.40, 2.33], [-3.00, -1.79, 1.33], [-2.38, -1.77, 5.19], [-2.52, -0.44, 4.21], [-0.30, -0.49, 3.69], [-0.25, -2.06, 3.16], [1.00, -1.92, 5.16], [-0.62, -3.91, 5.34], [-1.12, -3.12, 6.63], [0.80, -4.41, 7.23], [1.04, -2.65, 7.42], [3.07, -5.09, 6.92], [3.77, -3.50, 6.98], [3.82, -4.64, 5.54], [-1.76, 2.75, 3.26], [-0.57, 2.49, 2.48], [0.30, 3.70, 2.30], [1.68, 3.28, 1.87], [2.64, 4.42, 1.87], [3.92, 4.14, 1.33], [4.71, 3.39, 2.41], [4.94, 4.16, 3.65], [5.87, 3.41, 4.47], [-1.51, 3.14, 4.25], [-2.36, 1.85, 3.39], [-2.44, 3.46, 2.78], [0.24, 4.11, 3.31], [-0.15, 4.52, 1.75], [1.71, 2.77, 0.91], [1.98, 2.50, 2.56], [2.85, 4.69, 2.82], [4.52, 4.99, 0.99], [3.78, 3.52, 0.45], [5.70, 3.10, 2.06], [4.16, 2.55, 2.84], [6.33, 2.52, 4.06], [5.21, 3.14, 5.30], [6.60, 4.10, 4.90], [-3.02, 1.16, 8.58], [-1.80, 1.90, 8.27], [-0.66, 1.08, 7.81], [0.66, 1.97, 7.66], [1.84, 1.16, 7.23], [1.78, 1.08, 5.78], [3.17, 0.56, 5.19], [2.99, -0.60, 4.49], [2.40, -0.62, 3.25], [-3.21, 0.62, 7.65], [-3.76, 1.95, 8.61], [-2.98, 0.63, 9.53], [-0.90, 0.59, 6.87], [-0.54, 0.25, 8.50], [0.90, 2.28, 8.68], [0.47, 2.93, 7.17], [1.83, 0.26, 7.68], [1.67, 2.14, 5.54], [0.86, 0.54, 5.56], [3.89, 0.41, 6.00], [3.74, 1.28, 4.60], [1.70, 0.20, 3.09], [1.96, -1.61, 3.17], [3.20, -0.65, 2.50], [-2.51, 1.02, -5.63], [-3.20, -0.17, -5.70], [-3.90, -0.23, -6.95], [-4.55, -1.63, -7.13], [-5.67, -1.90, -6.12], [-6.03, -3.32, -5.83], [-5.01, -3.70, -4.75], [-5.33, -3.07, -3.58], [-4.24, -2.98, -2.66], [-2.11, 1.09, -4.61], [-3.18, 1.87, -5.73], [-1.74, 1.13, -6.40], [-3.37, -0.12, -7.89], [-4.56, 0.64, -7.02], [-3.70, -2.28, -6.94], [-4.92, -1.75, -8.15], [-5.56, -1.46, -5.22], [-6.15, -3.92, -6.73], [-6.98, -3.27, -5.30], [-4.02, -3.35, -5.01], [-4.91, -4.77, -4.58], [-3.93, -4.00, -2.44], [-4.62, -2.61, -1.71], [-3.39, -2.46, -3.11]]
}

***

No. 2
{
  "formula": "C47H124N8O14",
  "method": "ωB97M-V/def2-TZVPD",
  "gap_ev": 8.80,
  "lumo_ev": 0.45,
  "smiles": "COC[C@H](C)N.COC[C@H](C)N.COC[C@H](C)N.COC[C@H](C)N.COC[C@H](C)N.COCCNCCOC.COCCNCCOC.COCCNCCOC.CC(C)O.CC(C)O.CC(C)O",
  "de_lowest_kj_mol": 731.3,
  "species": ["C", "O", "C", "C", "C", "N", "H", "H", "H", "H", "H", "H", "H", "H", "H", "H", "H", "C", "O", "C", "C", "C", "N", "H", "H", "H", "H", "H", "H", "H", "H", "H", "H", "H", "C", "O", "C", "C", "C", "N", "H", "H", "H", "H", "H", "H", "H", "H", "H", "H", "H", "C", "O", "C", "C", "C", "N", "H", "H", "H", "H", "H", "H", "H", "H", "H", "H", "H", "C", "O", "C", "C", "C", "N", "H", "H", "H", "H", "H", "H", "H", "H", "H", "H", "H", "C", "O", "C", "C", "N", "C", "C", "O", "C", "H", "H", "H", "H", "H", "H", "H", "H", "H", "H", "H", "H", "H", "H", "H", "C", "O", "C", "C", "N", "C", "C", "O", "C", "H", "H", "H", "H", "H", "H", "H", "H", "H", "H", "H", "H", "H", "H", "H", "C", "O", "C", "C", "N", "C", "C", "O", "C", "H", "H", "H", "H", "H", "H", "H", "H", "H", "H", "H", "H", "H", "H", "H", "C", "C", "C", "O", "H", "H", "H", "H", "H", "H", "H", "H", "C", "C", "C", "O", "H", "H", "H", "H", "H", "H", "H", "H", "C", "C", "C", "O", "H", "H", "H", "H", "H", "H", "H", "H"],
  "coordinates": [[-19.42, 7.85, -9.30], [-20.59, 8.33, -8.59], [-20.82, 9.73, -8.76], [-19.65, 10.68, -8.32], [-19.46, 10.73, -6.80], [-20.02, 12.06, -8.69], [-18.45, 8.27, -9.03], [-19.39, 8.08, -10.37], [-19.36, 6.79, -9.04], [-21.00, 9.92, -9.82], [-21.80, 10.00, -8.35], [-18.70, 10.52, -8.85], [-20.39, 11.04, -6.33], [-18.61, 11.37, -6.60], [-19.28, 9.69, -6.49], [-20.60, 12.04, -9.52], [-19.12, 12.45, -8.94], [-19.34, 11.48, -16.08], [-19.98, 10.27, -16.43], [-21.30, 10.10, -15.77], [-21.85, 8.77, -16.34], [-23.16, 8.47, -15.82], [-20.90, 7.71, -15.98], [-19.06, 11.45, -15.03], [-19.86, 12.35, -16.48], [-18.52, 11.57, -16.79], [-21.21, 10.16, -14.68], [-22.01, 10.85, -16.12], [-21.84, 8.92, -17.42], [-23.12, 8.48, -14.73], [-23.56, 7.50, -16.11], [-23.84, 9.29, -16.04], [-19.96, 8.05, -15.81], [-21.25, 7.30, -15.13], [-26.70, 4.92, -9.02], [-26.80, 4.41, -10.35], [-26.97, 3.05, -10.48], [-28.48, 2.74, -10.51], [-28.80, 1.32, -10.93], [-29.13, 3.60, -11.48], [-26.52, 5.99, -8.89], [-25.80, 4.50, -8.57], [-27.58, 4.70, -8.42], [-26.47, 2.72, -11.40], [-26.49, 2.46, -9.70], [-28.89, 3.11, -9.57], [-28.47, 1.10, -11.94], [-29.84, 1.03, -10.82], [-28.28, 0.61, -10.28], [-29.23, 3.08, -12.34], [-28.35, 4.22, -11.66], [-28.80, 7.76, -8.77], [-28.02, 8.95, -8.44], [-28.27, 10.08, -9.40], [-27.57, 11.34, -8.86], [-27.66, 11.73, -7.37], [-27.93, 12.47, -9.73], [-29.86, 7.90, -8.99], [-28.79, 6.92, -8.07], [-28.42, 7.38, -9.72], [-27.90, 9.87, -10.40], [-29.35, 10.26, -9.36], [-26.52, 11.26, -9.15], [-28.70, 11.62, -7.06], [-27.33, 12.76, -7.26], [-27.05, 11.04, -6.80], [-28.93, 12.58, -9.87], [-27.59, 13.36, -9.40], [-27.91, 8.19, -13.06], [-27.19, 7.60, -14.11], [-27.63, 6.32, -14.53], [-27.59, 6.23, -16.01], [-28.64, 7.09, -16.76], [-27.82, 4.85, -16.21], [-28.95, 8.45, -13.26], [-27.28, 8.97, -12.63], [-27.93, 7.48, -12.23], [-26.90, 5.55, -14.24], [-28.59, 6.11, -14.06], [-26.59, 6.53, -16.34], [-29.65, 6.91, -16.38], [-28.60, 6.70, -17.78], [-28.40, 8.12, -17.02], [-27.74, 4.55, -17.17], [-27.03, 4.37, -15.78], [-21.72, 3.13, -15.61], [-22.90, 3.69, -16.18], [-23.71, 4.55, -15.42], [-24.64, 3.78, -14.43], [-25.65, 2.99, -15.16], [-26.16, 1.90, -14.27], [-27.10, 1.03, -15.07], [-26.50, 0.52, -16.29], [-27.46, -0.30, -16.96], [-21.91, 2.32, -14.90], [-21.07, 3.87, -15.14], [-21.20, 2.53, -16.35], [-24.27, 5.26, -16.03], [-23.16, 5.21, -14.76], [-25.21, 4.39, -13.71], [-23.91, 3.20, -13.87], [-25.17, 2.67, -15.99], [-26.74, 2.32, -13.45], [-25.42, 1.21, -13.85], [-27.95, 1.61, -15.44], [-27.61, 0.29, -14.47], [-28.36, 0.25, -17.24], [-27.64, -1.24, -16.44], [-26.97, -0.59, -17.89], [-23.40, 7.36, -6.95], [-24.15, 6.77, -5.94], [-25.58, 6.87, -5.87], [-26.03, 6.49, -4.43], [-25.94, 5.11, -4.09], [-26.73, 4.14, -4.93], [-28.29, 4.53, -5.15], [-28.64, 3.77, -6.27], [-29.98, 3.29, -6.35], [-22.59, 6.75, -7.34], [-22.94, 8.35, -6.84], [-24.05, 7.58, -7.81], [-25.98, 6.17, -6.61], [-25.93, 7.90, -5.96], [-27.00, 6.91, -4.19], [-25.28, 7.06, -3.88], [-24.95, 4.92, -4.08], [-26.74, 3.13, -4.52], [-26.21, 4.09, -5.90], [-28.38, 5.60, -5.30], [-28.79, 4.13, -4.27], [-30.06, 2.58, -7.17], [-30.60, 4.15, -6.62], [-30.52, 2.93, -5.48], [-25.87, -1.83, -9.27], [-25.69, -0.46, -8.89], [-24.47, -0.09, -8.22], [-23.13, -0.43, -8.88], [-22.93, 0.24, -10.19], [-23.04, 1.77, -10.20], [-22.82, 2.20, -11.72], [-21.63, 1.70, -12.28], [-20.40, 2.34, -11.73], [-26.69, -1.86, -9.99], [-26.27, -2.51, -8.52], [-24.94, -2.29, -9.61], [-24.47, -0.51, -7.21], [-24.54, 0.96, -7.92], [-23.01, -1.50, -8.99], [-22.35, -0.14, -8.17], [-22.21, -0.09, -10.82], [-22.33, 2.02, -9.41], [-24.04, 2.08, -9.92], [-22.65, 3.28, -11.71], [-23.71, 2.06, -12.35], [-19.86, 2.93, -12.46], [-19.61, 1.68, -11.37], [-20.65, 2.97, -10.88], [-23.02, 11.90, -11.87], [-24.15, 12.50, -12.76], [-24.05, 14.04, -12.81], [-23.95, 12.05, -14.06], [-23.13, 10.84, -11.61], [-23.16, 12.43, -10.93], [-22.12, 12.19, -12.40], [-25.08, 12.09, -12.35], [-24.82, 14.57, -13.38], [-23.09, 14.53, -12.95], [-24.20, 14.34, -11.76], [-24.83, 11.88, -14.40], [-22.70, 7.25, -11.43], [-24.02, 6.83, -10.73], [-25.07, 7.91, -10.98], [-24.29, 5.50, -11.31], [-22.46, 8.19, -10.94], [-22.62, 7.48, -12.50], [-21.84, 6.59, -11.27], [-23.90, 6.53, -9.69], [-24.75, 8.87, -10.57], [-26.07, 7.63, -10.67], [-25.24, 8.18, -12.02], [-25.13, 5.20, -10.95], [-16.86, 7.34, -12.80], [-17.91, 6.90, -13.76], [-19.24, 6.59, -13.01], [-18.12, 8.01, -14.64], [-16.69, 6.48, -12.15], [-17.20, 8.20, -12.24], [-15.86, 7.52, -13.21], [-17.59, 6.01, -14.30], [-19.77, 5.82, -13.58], [-19.96, 7.40, -13.09], [-19.17, 6.27, -11.97], [-17.29, 8.42, -14.91]]
}

***

No. 3
{
  "formula": "C47H34Br2F4IN7NaO3PS",
  "method": "ωB97M-V/def2-TZVPD",
  "total_charge": -2,
  "gap_ev": 3.35,
  "lumo_ev": 3.22,
  "species": ["Na", "Br", "C", "C", "C", "C", "C", "C", "N", "N", "C", "C", "C", "C", "O", "C", "N", "C", "C", "C", "C", "H", "H", "H", "H", "H", "H", "H", "H", "H", "F", "C", "C", "F", "C", "F", "C", "P", "C", "C", "C", "C", "C", "C", "C", "C", "C", "C", "C", "C", "C", "Br", "C", "F", "H", "H", "H", "H", "H", "H", "H", "H", "H", "H", "C", "C", "C", "C", "C", "N", "C", "O", "N", "C", "C", "C", "C", "N", "C", "C", "C", "H", "H", "H", "H", "H", "H", "H", "H", "H", "H", "H", "H", "H", "I", "C", "H", "H", "O", "S", "N"],
  "coordinates": [[-0.52, -1.87, -0.68], [-5.86, -1.12, 7.42], [-4.10, -0.43, 7.09], [-3.15, -1.24, 6.48], [-1.88, -0.74, 6.26], [-1.50, 0.58, 6.65], [-2.53, 1.37, 7.24], [-3.80, 0.88, 7.45], [-0.27, 1.09, 6.59], [0.73, 0.49, 5.92], [0.65, 0.01, 4.70], [1.75, -0.80, 4.24], [1.64, -1.55, 3.11], [0.50, -1.49, 2.29], [0.39, -2.37, 1.18], [-0.52, -0.55, 2.53], [-1.52, -0.41, 1.63], [-2.42, 0.55, 1.83], [-2.36, 1.45, 2.88], [-1.35, 1.29, 3.83], [-0.43, 0.26, 3.71], [-3.40, -2.24, 6.18], [-1.14, -1.38, 5.78], [-2.29, 2.39, 7.51], [-4.57, 1.50, 7.89], [2.62, -0.86, 4.88], [2.44, -2.23, 2.81], [-3.22, 0.62, 1.10], [-3.09, 2.24, 2.97], [-1.29, 1.97, 4.67], [-7.28, 0.91, -2.58], [-5.97, 0.67, -2.55], [-5.11, 1.36, -3.38], [-5.60, 2.27, -4.22], [-3.76, 1.09, -3.35], [-3.02, 1.81, -4.20], [-3.18, 0.13, -2.52], [-1.36, -0.26, -2.61], [-0.87, 1.60, -2.16], [-0.56, 2.68, -2.98], [-0.20, 3.91, -2.45], [-0.14, 4.09, -1.08], [-0.42, 3.03, -0.24], [-0.76, 1.80, -0.78], [-0.83, -0.09, -4.36], [0.49, 0.27, -4.59], [1.01, 0.26, -5.88], [0.21, -0.10, -6.95], [-1.12, -0.45, -6.73], [-1.63, -0.46, -5.44], [-4.08, -0.55, -1.67], [-3.56, -1.87, -0.45], [-5.44, -0.28, -1.70], [-6.28, -0.93, -0.89], [-0.60, 2.57, -4.06], [0.04, 4.73, -3.12], [0.13, 5.06, -0.67], [-0.37, 3.15, 0.84], [-0.95, 0.96, -0.12], [1.12, 0.54, -3.75], [2.05, 0.53, -6.04], [0.61, -0.11, -7.96], [-1.74, -0.74, -7.56], [-2.65, -0.78, -5.26], [1.93, 3.39, 0.59], [2.76, 2.13, 0.61], [3.40, 1.67, -0.53], [4.20, 0.53, -0.51], [4.37, -0.17, 0.67], [5.18, -1.33, 0.80], [6.00, -1.96, -0.10], [7.06, -2.46, 0.24], [5.58, -2.02, -1.41], [4.30, -2.13, -1.97], [4.19, -2.16, -3.36], [2.94, -2.27, -3.93], [1.83, -2.33, -3.10], [1.92, -2.30, -1.78], [3.12, -2.20, -1.22], [3.74, 0.29, 1.82], [2.95, 1.42, 1.79], [1.62, 3.65, -0.42], [2.51, 4.22, 1.00], [1.04, 3.27, 1.21], [3.27, 2.20, -1.47], [4.69, 0.21, -1.42], [5.48, -1.51, 1.75], [6.32, -2.37, -2.01], [5.09, -2.10, -3.96], [2.82, -2.30, -5.00], [0.85, -2.41, -3.54], [3.14, -2.19, -0.14], [3.86, -0.25, 2.76], [2.44, 1.74, 2.69], [-0.26, -5.10, 0.22], [-0.37, -3.43, 1.67], [0.02, -3.83, 2.61], [-1.43, -3.20, 1.76], [-0.87, -3.49, -4.73], [-1.49, -3.39, -3.39], [-1.91, -2.03, -2.92]]
}

***

Respective molecular weight values: 1038.5, 1025.6, 1193.6 g/mol.
Respective electronic energy values: -92787.2011, -91322.9526, -249458.2470 eV.